Entry 1:
Molecular formula: C38H51BN9O2RbSSb2
Method: DFT, ωB97M-V/def2-TZVPD

Output
ΔE to the lowest compared entry with this formula, charge and spin   84.5 kJ/mol
Highest occupied orbital energy   -1.818 eV
Energy   -3049.573491 hartree
Orbital gap   5.7 eV
Total charge   -2

Positions of all 105 atoms, in Å:
1 Rb -0.346 0.399 0.458
2 C -2.855 -2.421 -0.851
3 C -2.913 -2.490 0.636
4 C -3.393 -3.540 1.429
5 C -3.218 -3.105 2.728
6 C -3.596 -3.840 3.968
7 N -2.664 -1.874 2.678
8 N -2.487 -1.504 1.408
9 B -2.326 -0.936 3.858
10 N -2.993 0.429 3.593
11 N -2.569 1.293 2.673
12 C -3.395 2.323 2.666
13 C -3.203 3.483 1.750
14 C -4.407 2.124 3.619
15 C -4.114 0.898 4.185
16 C -4.876 0.185 5.252
17 N -0.805 -0.775 4.078
18 N -0.058 0.117 3.420
19 C 1.167 0.067 3.913
20 C 2.273 0.945 3.431
21 C 1.227 -0.892 4.933
22 C -0.051 -1.412 5.000
23 C -0.491 -2.534 5.877
24 H -3.737 -2.885 -1.299
25 H -2.798 -1.378 -1.170
26 H -1.971 -2.950 -1.209
27 H -3.799 -4.484 1.113
28 H -4.188 -4.714 3.699
29 H -2.711 -4.173 4.507
30 H -4.185 -3.210 4.634
31 H -2.800 -1.392 4.851
32 H -2.453 3.229 1.004
33 H -4.137 3.734 1.246
34 H -2.867 4.364 2.301
35 H -5.234 2.770 3.853
36 H -5.722 0.796 5.563
37 H -5.250 -0.768 4.881
38 H -4.245 -0.005 6.119
39 H 1.946 1.497 2.548
40 H 2.566 1.657 4.207
41 H 3.143 0.339 3.181
42 H 2.078 -1.179 5.522
43 H 0.236 -2.670 6.676
44 H -1.471 -2.352 6.312
45 H -0.538 -3.454 5.293
46 C 2.410 -3.610 -2.206
47 Sb 1.186 -1.847 -1.838
48 C 2.574 -0.631 -2.967
49 C -0.186 -2.307 -3.604
50 C 0.189 -1.797 -4.925
51 C 1.094 -2.511 -5.709
52 C 1.463 -2.098 -6.976
53 C 0.937 -0.927 -7.491
54 C 0.041 -0.200 -6.727
55 C -0.362 -0.613 -5.460
56 C -1.367 0.182 -4.750
57 Sb -0.629 1.329 -2.969
58 C -2.402 2.584 -3.225
59 C 0.529 2.650 -4.266
60 H 2.639 -3.725 -3.263
61 H 1.895 -4.491 -1.840
62 H 3.331 -3.498 -1.642
63 H 2.492 -0.851 -4.028
64 H 3.586 -0.835 -2.631
65 H 2.344 0.414 -2.793
66 H -1.152 -1.922 -3.288
67 H -0.221 -3.397 -3.601
68 H 1.500 -3.431 -5.311
69 H 2.152 -2.690 -7.568
70 H 1.202 -0.590 -8.487
71 H -0.383 0.708 -7.137
72 H -2.154 -0.446 -4.334
73 H -1.824 0.901 -5.428
74 H -2.595 2.775 -4.279
75 H -2.255 3.522 -2.706
76 H -3.258 2.080 -2.785
77 H -0.126 3.096 -5.011
78 H 1.301 2.071 -4.762
79 H 1.000 3.437 -3.686
80 S 1.200 -4.090 0.969
81 C 2.551 -3.150 1.326
82 C 3.452 -3.559 2.345
83 C 4.582 -2.830 2.595
84 C 4.812 -1.663 1.857
85 C 3.880 -1.325 0.895
86 N 2.800 -2.030 0.608
87 H 3.226 -4.461 2.892
88 H 5.298 -3.147 3.346
89 H 5.683 -1.047 2.034
90 H 4.020 -0.429 0.296
91 O -0.915 2.993 -0.720
92 N -0.017 3.893 -0.739
93 N 1.173 3.498 -1.028
94 O 1.507 2.279 -1.283
95 C 2.143 4.498 -1.066
96 C 1.802 5.831 -0.827
97 C 2.781 6.799 -0.863
98 C 4.100 6.464 -1.141
99 C 4.435 5.138 -1.379
100 C 3.464 4.156 -1.348
101 H 0.772 6.080 -0.630
102 H 2.517 7.833 -0.677
103 H 4.862 7.232 -1.170
104 H 5.461 4.870 -1.592
105 H 3.696 3.121 -1.542

***

Entry 2:
Molecular formula: C38H51Cl3LuN2O3SbSi
Method: DFT, ωB97M-V/def2-TZVPD

Output
Highest occupied orbital energy   -5.813 eV
Energy   -4959.793844 hartree
Orbital gap   5.9 eV
Total charge   0

Positions of all 100 atoms, in Å:
1 C 2.045 6.209 -0.738
2 C 1.032 5.162 -0.371
3 H 1.859 7.042 -0.046
4 H 1.966 6.544 -1.787
5 H 3.074 5.861 -0.610
6 C -0.278 5.512 -0.335
7 C -0.744 6.857 -0.738
8 H -1.072 4.830 -0.054
9 H -0.581 7.110 -1.808
10 H -0.220 7.607 -0.124
11 H -1.819 6.986 -0.524
12 Lu -0.557 -1.151 -2.611
13 Cl 1.457 -0.856 0.941
14 Cl -0.280 -0.653 -4.962
15 H 1.471 -6.250 -1.283
16 H 3.872 -5.366 -0.632
17 C 1.286 -5.431 -1.986
18 C 3.716 -4.952 -1.642
19 N 2.350 -4.428 -1.803
20 H 0.306 -4.988 -1.792
21 C 2.120 -3.127 -1.889
22 O 0.974 -2.630 -2.213
23 H 4.456 -4.154 -1.806
24 H 2.978 -2.465 -1.641
25 H 1.343 -5.826 -3.008
26 H 3.875 -5.753 -2.380
27 H -1.805 2.874 -2.768
28 H -3.558 3.245 -0.574
29 C -2.602 2.219 -3.144
30 C -4.174 2.639 -1.257
31 N -3.372 1.676 -2.023
32 H -2.170 1.411 -3.733
33 C -3.253 0.401 -1.680
34 O -2.702 -0.505 -2.409
35 H -4.928 2.090 -0.680
36 H -3.646 0.162 -0.685
37 H -3.294 2.811 -3.742
38 H -4.657 3.316 -1.971
39 O 2.053 3.154 -1.271
40 C 1.568 3.773 -0.043
41 C -0.644 2.590 0.518
42 C 0.643 2.967 0.865
43 H -0.968 2.773 -0.524
44 C -1.488 1.990 1.467
45 H 2.453 3.937 0.585
46 C 1.083 2.726 2.168
47 H -2.429 1.543 1.136
48 C -1.125 1.984 2.804
49 C 0.164 2.350 3.142
50 H 2.117 2.918 2.408
51 H -1.859 1.682 3.559
52 H 0.464 2.330 4.184
53 Si 3.286 3.297 -2.275
54 Cl -0.484 0.305 -0.920
55 C 2.352 2.867 -3.886
56 C 4.183 1.650 -1.931
57 C 4.234 4.840 -2.581
58 H 1.549 2.160 -3.662
59 H 3.031 2.419 -4.611
60 H 1.921 3.778 -4.319
61 H 3.605 5.709 -2.822
62 H 4.815 4.533 -3.472
63 H 4.923 5.059 -1.759
64 H 3.406 0.871 -1.891
65 H 4.694 1.675 -0.960
66 H 4.909 1.359 -2.688
67 C 1.921 -6.186 1.688
68 C 0.530 -6.271 1.521
69 C -0.248 -5.111 1.395
70 C 0.374 -3.867 1.439
71 C 1.751 -3.785 1.615
72 C 2.531 -4.930 1.740
73 Sb -0.792 -2.067 1.247
74 C -2.823 -3.034 0.798
75 C -3.262 -2.961 -0.513
76 C -4.550 -3.399 -0.859
77 C -5.368 -3.964 0.130
78 C -4.903 -4.085 1.447
79 C -3.615 -3.610 1.792
80 C -0.829 -1.506 3.334
81 C -2.033 -1.307 4.014
82 C -2.013 -1.015 5.387
83 C -0.794 -0.883 6.067
84 C 0.409 -1.049 5.369
85 C 0.383 -1.347 4.002
86 H 2.530 -7.092 1.776
87 H 0.044 -7.248 1.488
88 H -1.327 -5.201 1.257
89 H 2.264 -2.820 1.641
90 H 3.612 -4.822 1.889
91 H -2.627 -2.547 -1.301
92 H -4.900 -3.291 -1.887
93 H -6.368 -4.314 -0.129
94 H -5.532 -4.551 2.218
95 H -3.261 -3.702 2.825
96 H -2.993 -1.376 3.494
97 H -2.959 -0.891 5.922
98 H -0.780 -0.650 7.136
99 H 1.371 -0.951 5.879
100 H 1.330 -1.435 3.470

***

Entry 3:
Molecular formula: C38H51Cl3N2O3PrSbSi
Method: DFT, ωB97M-V/def2-TZVPD

Output
Multiplicity   3
Highest occupied orbital energy (alpha / beta)   -6.014 / -6.016 eV
Energy   -4241.253389 hartree
Orbital gap (alpha / beta)   6.1 / 6.1 eV
Total charge   0

Positions of all 100 atoms, in Å:
1 C 1.511 0.133 -5.713
2 C 2.529 -0.299 -4.687
3 H 1.891 0.281 -6.732
4 H 1.035 1.062 -5.357
5 H 0.708 -0.613 -5.716
6 C 3.784 0.176 -4.639
7 C 4.322 1.125 -5.659
8 H 4.467 -0.045 -3.802
9 H 3.682 2.015 -5.795
10 H 4.378 0.611 -6.631
11 H 5.329 1.477 -5.393
12 Pr -0.768 0.605 0.026
13 Cl -1.348 -2.174 0.052
14 Cl -3.312 1.432 0.289
15 C 1.835 -1.446 1.117
16 O 1.297 -0.282 0.915
17 N 2.597 -1.642 2.176
18 C 2.753 -0.624 3.211
19 C 3.168 -2.972 2.438
20 H 1.658 -2.272 0.414
21 H 2.598 0.368 2.773
22 H 3.759 -0.711 3.604
23 H 2.034 -0.796 4.015
24 H 2.943 -3.640 1.585
25 H 2.735 -3.386 3.365
26 H 4.261 -2.874 2.552
27 H 2.019 2.117 -3.438
28 H 4.645 2.535 -2.255
29 C 1.956 3.055 -2.848
30 C 4.107 3.214 -1.576
31 N 2.680 2.907 -1.586
32 H 0.892 3.257 -2.654
33 C 2.047 2.671 -0.438
34 O 0.772 2.415 -0.414
35 H 4.488 3.086 -0.559
36 H 2.619 2.693 0.491
37 H 2.408 3.886 -3.416
38 H 4.267 4.249 -1.910
39 O 0.926 -0.167 -3.281
40 C 1.895 -1.028 -3.480
41 C 3.525 -0.395 -1.540
42 C 2.865 -1.362 -2.304
43 H 3.244 0.657 -1.625
44 C 4.599 -0.749 -0.709
45 H 1.558 -1.999 -3.926
46 C 3.175 -2.703 -2.082
47 H 5.171 0.028 -0.180
48 C 4.971 -2.091 -0.573
49 C 4.230 -3.071 -1.241
50 H 2.614 -3.465 -2.625
51 H 5.828 -2.372 0.061
52 H 4.496 -4.132 -1.136
53 Si -3.210 1.714 -3.126
54 Cl -1.150 1.307 -2.422
55 C -3.384 3.310 -2.170
56 C -4.222 0.223 -2.636
57 C -3.313 2.063 -4.944
58 H -2.487 3.653 -1.618
59 H -4.226 3.140 -1.486
60 H -3.654 4.035 -2.966
61 H -2.710 2.947 -5.206
62 H -4.389 2.298 -5.029
63 H -3.061 1.199 -5.580
64 H -3.658 -0.677 -2.315
65 H -4.823 0.011 -3.545
66 H -4.881 0.576 -1.818
67 C 0.586 -2.543 6.100
68 C 0.423 -3.245 4.902
69 C -0.345 -2.697 3.866
70 C -0.950 -1.449 4.047
71 C -0.804 -0.748 5.249
72 C -0.017 -1.293 6.273
73 Sb -2.189 -0.587 2.508
74 C -3.911 -1.840 2.318
75 C -4.712 -1.739 1.177
76 C -5.684 -2.706 0.916
77 C -5.870 -3.771 1.811
78 C -5.080 -3.851 2.972
79 C -4.097 -2.888 3.229
80 C -2.690 1.345 3.324
81 C -4.039 1.656 3.454
82 C -4.406 2.996 3.625
83 C -3.413 3.989 3.701
84 C -2.056 3.639 3.617
85 C -1.689 2.299 3.438
86 H 1.174 -2.977 6.909
87 H 0.868 -4.238 4.772
88 H -0.500 -3.259 2.936
89 H -1.325 0.206 5.398
90 H 0.096 -0.738 7.210
91 H -4.561 -0.913 0.481
92 H -6.294 -2.632 0.011
93 H -6.621 -4.531 1.609
94 H -5.224 -4.668 3.678
95 H -3.467 -2.965 4.119
96 H -4.802 0.874 3.398
97 H -5.457 3.260 3.709
98 H -3.703 5.040 3.847
99 H -1.285 4.404 3.702
100 H -0.630 2.026 3.387

***

Entry 4:
Molecular formula: C38H51F16N4O3S2
Method: DFT, ωB97M-V/def2-TZVPD

Output
ΔE to the lowest compared entry with this formula, charge and spin   0.0 kJ/mol
Highest occupied orbital energy   -9.648 eV
Energy   -4317.274012 hartree
Orbital gap   7.1 eV
Total charge   +1

Positions of all 114 atoms, in Å:
1 C -2.777 2.114 -0.464
2 C -2.987 2.954 0.803
3 C -1.710 3.638 1.298
4 C -0.873 2.661 2.140
5 N 0.512 3.113 2.341
6 C 1.555 2.211 1.945
7 C 2.589 1.902 3.117
8 C 2.487 2.843 4.302
9 C 3.385 2.376 5.461
10 C 2.769 1.211 6.228
11 S 3.345 0.949 7.920
12 C 4.957 0.223 7.770
13 S 5.974 0.654 6.557
14 N 5.378 -0.669 8.750
15 C 4.407 -0.980 9.792
16 C 4.684 -0.525 11.076
17 C 3.837 -0.801 12.145
18 C 2.685 -1.544 11.931
19 C 2.410 -2.001 10.640
20 C 3.254 -1.727 9.576
21 C 5.984 -1.892 8.248
22 C 7.077 -2.390 8.945
23 C 7.704 -3.571 8.561
24 C 7.230 -4.255 7.450
25 C 6.118 -3.767 6.761
26 C 5.498 -2.592 7.150
27 N 3.944 1.829 2.606
28 C 3.957 0.944 1.463
29 C 3.241 1.615 0.257
30 N 2.336 2.727 0.742
31 C 1.406 3.110 -0.388
32 O 1.986 2.867 -1.613
33 C 1.013 2.368 -2.565
34 C 1.668 2.106 -3.903
35 C 1.655 3.330 -4.830
36 H -3.438 1.252 -0.430
37 H -1.760 1.736 -0.552
38 H -3.069 2.681 -1.343
39 H -3.759 3.707 0.675
40 H -3.332 2.292 1.598
41 H -2.013 4.438 1.972
42 H -1.112 4.067 0.494
43 H -1.375 2.577 3.103
44 H -0.923 1.675 1.673
45 H 0.645 4.049 1.990
46 H 1.163 1.250 1.619
47 H 2.327 0.901 3.464
48 H 2.833 3.833 3.987
49 H 1.469 2.950 4.663
50 H 3.587 3.213 6.125
51 H 4.338 2.105 5.027
52 H 1.708 1.430 6.353
53 H 2.820 0.285 5.657
54 H 5.591 0.038 11.244
55 H 4.096 -0.441 13.128
56 H 2.028 -1.790 12.749
57 H 1.522 -2.600 10.502
58 H 3.029 -2.118 8.596
59 H 7.461 -1.869 9.810
60 H 8.546 -3.947 9.118
61 H 7.705 -5.165 7.121
62 H 5.755 -4.327 5.912
63 H 4.634 -2.213 6.624
64 H 4.314 2.746 2.383
65 H 4.972 0.688 1.177
66 H 3.447 0.020 1.724
67 H 2.643 0.875 -0.259
68 H 4.007 2.016 -0.391
69 H 2.915 3.530 0.980
70 H 0.451 2.603 -0.258
71 H 1.222 4.184 -0.296
72 H 0.630 1.424 -2.168
73 H 0.210 3.101 -2.649
74 H 1.116 1.299 -4.373
75 H 2.700 1.806 -3.731
76 H 0.761 3.934 -4.701
77 H 2.498 3.970 -4.576
78 H 1.767 3.017 -5.861
79 C -1.989 -2.063 -8.337
80 C -3.210 -1.316 -7.773
81 C -3.162 0.212 -7.755
82 F -2.171 0.666 -6.960
83 F -4.333 0.677 -7.256
84 F -3.492 -1.785 -6.545
85 F -4.265 -1.638 -8.586
86 O -1.073 -2.600 -7.399
87 C -0.036 -1.856 -6.903
88 C -0.152 -1.697 -5.387
89 F -1.290 -1.059 -5.051
90 F 0.885 -0.947 -4.929
91 F 0.078 -0.665 -7.520
92 F 1.104 -2.536 -7.145
93 H -2.401 -2.942 -8.831
94 H -1.488 -1.493 -9.120
95 H -3.031 0.612 -8.764
96 H -0.140 -2.670 -4.892
97 C -10.034 -2.231 -8.928
98 C -9.793 -3.565 -9.655
99 C -9.919 -4.851 -8.836
100 F -9.001 -4.899 -7.849
101 F -9.704 -5.911 -9.649
102 F -8.597 -3.530 -10.279
103 F -10.748 -3.648 -10.625
104 O -8.893 -1.497 -8.521
105 C -8.294 -1.716 -7.306
106 C -6.848 -2.184 -7.476
107 F -6.797 -3.347 -8.155
108 F -6.304 -2.390 -6.254
109 F -9.011 -2.557 -6.539
110 F -8.257 -0.529 -6.660
111 H -10.505 -1.591 -9.672
112 H -10.762 -2.332 -8.123
113 H -10.920 -4.942 -8.405
114 H -6.276 -1.437 -8.011